Below is a 20-piece molecular cluster, H40O20 overall at a distorted geometry, with properties calculated with ωB97M-V with the def2-TZVPD basis set.

Each line ends with the Mulliken charge.
Element x y z (Å)
O -2.1471 -0.3374 0.6465  -0.45
H -1.9141 -0.0093 1.5150  0.17
H -3.1041 -0.3239 0.6336  0.24
O 0.1730 3.6836 2.7367  -0.65
H 0.4152 3.6754 1.8107  0.41
H 0.6394 4.4364 3.1001  0.32
O 0.0546 -2.9840 3.8735  -0.63
H 0.8530 -3.1366 3.3680  0.35
H 0.1796 -2.1192 4.2643  0.29
O 3.2758 4.5243 0.5010  -0.62
H 3.6052 5.3585 0.8353  0.30
H 3.6706 3.8645 1.0711  0.31
O 0.4209 -2.0917 -0.2878  -0.59
H -0.5091 -2.1413 -0.5089  0.35
H 0.6172 -2.9374 0.1153  0.22
O -1.1866 -3.1982 -5.0060  -0.63
H -0.7253 -2.5662 -4.4545  0.32
H -0.8109 -4.0452 -4.7661  0.31
O 2.9451 -3.1029 2.9791  -0.61
H 3.5797 -3.5672 3.5249  0.30
H 2.9834 -2.1966 3.2846  0.30
O 0.2238 0.7082 -0.4532  -0.66
H 0.5051 -0.2017 -0.5498  0.33
H -0.5106 0.6686 0.1594  0.24
O -3.4732 5.6908 0.5581  -0.64
H -3.2103 6.2406 -0.1800  0.29
H -3.2515 4.8006 0.2851  0.45
O -4.5573 0.9763 0.2526  -0.64
H -4.1763 1.8532 0.2986  0.32
H -5.4069 1.1055 -0.1691  0.29
O 4.2236 0.5232 -2.2822  -0.62
H 3.3581 0.2688 -1.9620  0.31
H 4.8327 -0.0291 -1.7921  0.31
O 2.5826 -4.8953 0.1430  -0.55
H 3.0642 -5.6851 0.3891  0.27
H 2.6252 -4.3366 0.9191  0.28
O 2.1723 -3.3442 -2.3752  -0.61
H 2.1901 -4.0264 -1.7040  0.31
H 1.9020 -2.5541 -1.9074  0.32
O 1.7926 1.5405 3.9280  -0.60
H 1.1656 2.2635 3.9112  0.36
H 1.2604 0.7578 3.7850  0.25
O -0.5011 5.5430 -1.7611  -0.60
H -0.2805 4.6454 -1.5125  0.27
H 0.2532 5.8440 -2.2678  0.28
O -2.0622 -3.3523 -0.8125  -0.65
H -2.9946 -3.1554 -0.9019  0.26
H -1.9841 -3.7568 0.0515  0.26
O -0.0125 -5.0739 -1.3685  -0.55
H -0.6390 -4.3504 -1.3501  0.35
H -0.1206 -5.4629 -2.2364  0.30
O -2.6868 -0.8274 -2.2152  -0.60
H -2.4636 -1.7576 -2.2515  0.27
H -2.6298 -0.6030 -1.2865  0.35
O 0.6404 3.3027 -0.1899  -0.42
H 1.5367 3.6388 -0.1876  0.29
H 0.7379 2.3583 -0.0682  0.33
O -2.5559 3.2716 -0.3664  -0.72
H -2.9368 3.1804 -1.2398  0.39
H -1.6281 3.4449 -0.5261  0.20

Force components x, y, z for each atom (eV/Å):
O 0.50 -0.43 0.08
H -0.03 -0.01 0.36
H -0.70 0.43 0.03
O -0.09 -0.19 0.74
H 0.02 -0.06 -0.80
H -0.01 0.30 0.09
O -0.42 -0.03 0.00
H 0.45 -0.19 -0.13
H -0.05 0.16 0.17
O -0.20 -0.11 -0.15
H 0.01 0.29 0.00
H 0.14 -0.28 0.15
O 0.47 0.37 0.12
H -0.57 0.02 -0.13
H 0.24 -0.32 0.03
O -0.33 -0.02 -0.07
H 0.22 0.23 0.11
H 0.17 -0.18 0.00
O -0.26 -0.14 -0.30
H 0.15 -0.22 0.18
H 0.11 0.36 -0.02
O 0.40 0.62 -0.05
H 0.17 -0.47 0.12
H -0.47 -0.20 -0.15
O -0.45 0.59 0.37
H 0.14 0.15 -0.14
H 0.28 -0.42 -0.09
O -0.16 -0.31 0.06
H 0.46 0.37 0.08
H -0.25 -0.12 -0.09
O 0.08 0.24 -0.08
H -0.27 -0.05 0.02
H 0.17 -0.17 0.06
O -0.07 0.07 -0.09
H 0.07 -0.24 -0.04
H 0.15 0.29 0.35
O 0.33 0.26 -0.73
H -0.08 -0.32 0.36
H -0.22 0.10 0.15
O 0.54 -0.42 0.23
H -0.39 0.45 -0.35
H -0.13 -0.09 -0.05
O -0.41 0.31 -0.08
H 0.38 -0.34 0.21
H 0.15 0.08 -0.15
O -0.06 0.15 0.00
H -0.38 0.04 -0.08
H -0.03 -0.22 0.44
O 0.19 -0.43 0.32
H -0.24 0.12 -0.35
H 0.07 -0.09 -0.18
O -0.29 0.01 -0.35
H 0.19 -0.07 -0.23
H 0.25 0.26 0.20
O -0.44 0.81 0.30
H 0.49 0.52 -0.02
H -0.07 -1.01 -0.39
O -0.44 -0.35 0.15
H -0.06 -0.07 -0.40
H 0.56 -0.01 0.18

Properties
Net charge: 0
HOMO in eV: -10.385
F_max in eV/Å: 1.09
Kohn-Sham gap in eV: 10.0
Relative energy (zero: lowest compared OMol25 entry of this formula, charge and spin) in eV: 2.769
Spin multiplicity: 1